Record 1
Formula: C21H22N2O4S
Source: the Open Molecules 2025 dataset
Level of theory: wB97M-V/def2-TZVPD

Structure (ORCA input):
```
! wB97M-V def2-TZVPD RIJCOSX def2/J DEFGRID3
* xyz 0 1
C -3.90 -2.11 1.22
C -2.69 -2.20 0.35
C -1.46 -1.73 0.80
C -0.35 -1.78 -0.02
C -0.42 -2.33 -1.29
C -1.64 -2.81 -1.74
C -2.76 -2.73 -0.93
H -3.71 -3.09 -1.30
H -1.72 -3.23 -2.73
H 0.46 -2.36 -1.90
S 1.21 -1.14 0.55
O 0.97 -0.11 1.54
O 2.05 -2.23 0.93
N 1.84 -0.46 -0.85
C 1.39 0.90 -1.09
C -0.14 0.94 -1.13
O -0.76 0.52 -2.08
N -0.67 1.51 -0.02
C -2.04 1.64 0.30
C -2.42 1.31 1.59
C -3.74 1.40 1.99
C -4.69 1.84 1.09
C -4.30 2.23 -0.18
C -2.98 2.16 -0.60
C -2.60 2.69 -1.95
H -2.35 1.87 -2.62
H -1.71 3.32 -1.87
H -3.41 3.27 -2.37
H -5.04 2.61 -0.87
H -5.73 1.91 1.38
H -4.02 1.13 3.00
H -1.66 0.98 2.29
H -0.07 1.46 0.80
H 1.78 1.59 -0.33
H 1.76 1.20 -2.08
C 3.27 -0.68 -1.06
C 4.12 0.18 -0.18
C 4.40 0.09 1.15
C 5.20 1.22 1.45
C 5.34 1.91 0.29
O 4.68 1.29 -0.71
H 5.85 2.81 0.05
H 5.61 1.48 2.41
H 4.07 -0.68 1.81
H 3.44 -1.73 -0.83
H 3.49 -0.49 -2.11
H -1.35 -1.31 1.79
H -4.62 -2.88 0.96
H -4.37 -1.14 1.08
H -3.64 -2.20 2.27
*
```

Calculated values
LUMO = 0.7 eV
Total energy = -44139.147 eV
Highest occupied orbital energy = -8.6676 eV

And the Löwdin charges, in e, turn out to be: number 1, C, carries -0.035; number 2, C, carries -0.249; number 3, C, carries -0.023; number 4, C, carries -0.271; number 5, C, carries -0.067; number 6, C, carries -0.051; number 7, C, carries -0.024; number 8, H, carries 0.115; number 9, H, carries 0.109; number 10, H, carries 0.117; number 11, S, carries 0.708; number 12, O, carries -0.289; number 13, O, carries -0.267; number 14, N, carries -0.215; number 15, C, carries -0.095; number 16, C, carries -0.471; number 17, O, carries 0.079; number 18, N, carries 0.143; number 19, C, carries -0.178; number 20, C, carries -0.033; number 21, C, carries -0.100; number 22, C, carries -0.095; number 23, C, carries -0.043; number 24, C, carries -0.194; number 25, C, carries -0.039; number 26, H, carries 0.072; number 27, H, carries 0.089; number 28, H, carries 0.078; number 29, H, carries 0.110; number 30, H, carries 0.101; number 31, H, carries 0.106; number 32, H, carries 0.112; number 33, H, carries 0.116; number 34, H, carries 0.131; number 35, H, carries 0.147; number 36, C, carries -0.116; number 37, C, carries -0.274; number 38, C, carries -0.016; number 39, C, carries -0.051; number 40, C, carries -0.119; number 41, O, carries 0.040; number 42, H, carries 0.118; number 43, H, carries 0.101; number 44, H, carries 0.110; number 45, H, carries 0.124; number 46, H, carries 0.141; number 47, H, carries 0.114; number 48, H, carries 0.079; number 49, H, carries 0.070; number 50, H, carries 0.084

Record 2
Formula: C21H22N5O2PdS2
Source: the Open Molecules 2025 dataset
Level of theory: wB97M-V/def2-TZVPD

Structure (ORCA input):
```
! wB97M-V def2-TZVPD RIJCOSX def2/J DEFGRID3
* xyz -1 1
Pd -0.19 -0.17 -1.30
S -2.01 -0.79 0.07
C -2.18 0.61 1.09
C -3.04 0.56 2.19
C -3.20 1.64 3.04
C -4.08 1.53 4.17
N -4.78 1.42 5.07
C -2.49 2.83 2.79
C -1.64 2.89 1.70
C -1.46 1.80 0.84
S -0.35 1.95 -0.50
C -2.62 3.97 3.65
N -2.70 4.89 4.34
H -3.59 -0.35 2.38
H -1.09 3.80 1.50
C 2.35 -2.79 1.60
C 3.05 -2.43 2.93
N 2.20 -1.54 3.73
C 2.10 -0.24 3.05
C 1.72 -0.44 1.57
N 1.22 -1.84 1.42
C 0.17 -2.11 2.44
C 0.86 -2.12 3.82
H 1.92 -3.79 1.60
H 2.99 -2.69 0.73
H 3.99 -1.91 2.73
H 3.27 -3.33 3.50
H 3.06 0.27 3.13
H 1.36 0.35 3.57
H 2.57 -0.34 0.90
H 0.94 0.24 1.22
H 0.83 -2.03 0.45
H -0.32 -3.04 2.18
H -0.57 -1.31 2.35
H 0.97 -3.14 4.20
H 0.28 -1.56 4.54
O 0.14 -2.57 -2.99
N 0.22 -2.12 -1.87
O 0.64 -2.88 -0.95
C 1.42 0.45 -2.46
C 2.68 0.33 -1.69
C 3.19 1.42 -0.96
C 4.33 1.30 -0.19
C 5.01 0.09 -0.11
C 4.53 -0.99 -0.85
C 3.39 -0.87 -1.62
H 1.42 -0.21 -3.33
H 1.24 1.47 -2.78
H 2.66 2.36 -0.99
H 4.69 2.16 0.37
H 5.91 -0.01 0.48
H 5.06 -1.94 -0.82
H 3.02 -1.73 -2.17
*
```

Calculated values
LUMO = 2.3 eV
Total energy = -58830.979 eV
Highest occupied orbital energy = -4.5524 eV

And the Löwdin charges, in e, turn out to be: number 1, Pd, carries 0.417; number 2, S, carries 0.565; number 3, C, carries -0.717; number 4, C, carries -0.083; number 5, C, carries -0.212; number 6, C, carries -0.195; number 7, N, carries 0.143; number 8, C, carries -0.211; number 9, C, carries -0.077; number 10, C, carries -0.689; number 11, S, carries 0.607; number 12, C, carries -0.194; number 13, N, carries 0.143; number 14, H, carries 0.109; number 15, H, carries 0.109; number 16, C, carries -0.084; number 17, C, carries -0.145; number 18, N, carries -0.152; number 19, C, carries -0.126; number 20, C, carries -0.082; number 21, N, carries -0.101; number 22, C, carries -0.100; number 23, C, carries -0.144; number 24, H, carries 0.133; number 25, H, carries 0.112; number 26, H, carries 0.119; number 27, H, carries 0.117; number 28, H, carries 0.120; number 29, H, carries 0.126; number 30, H, carries 0.090; number 31, H, carries 0.077; number 32, H, carries 0.087; number 33, H, carries 0.133; number 34, H, carries 0.083; number 35, H, carries 0.118; number 36, H, carries 0.122; number 37, O, carries -0.050; number 38, N, carries -0.444; number 39, O, carries -0.155; number 40, C, carries -0.269; number 41, C, carries -0.324; number 42, C, carries -0.081; number 43, C, carries -0.112; number 44, C, carries -0.133; number 45, C, carries -0.128; number 46, C, carries -0.073; number 47, H, carries 0.041; number 48, H, carries 0.027; number 49, H, carries 0.093; number 50, H, carries 0.097; number 51, H, carries 0.088; number 52, H, carries 0.097; number 53, H, carries 0.107

Record 3
Formula: C21H22N6O
Source: the Open Molecules 2025 dataset
Level of theory: wB97M-V/def2-TZVPD

Structure (ORCA input):
```
! wB97M-V def2-TZVPD RIJCOSX def2/J DEFGRID3
* xyz 0 1
N -2.63 3.74 -3.48
C -3.26 3.18 -4.27
N 0.68 -0.62 2.02
N -0.95 -0.07 -3.81
O 2.43 -0.82 0.44
C 0.29 -0.47 3.28
C 1.98 -0.59 1.72
C -1.05 -0.94 -4.84
C 2.93 -0.39 2.72
C 2.52 -0.19 4.03
C 0.72 0.46 -0.69
C -0.15 -2.05 -4.91
C 1.53 -0.66 -0.59
C 1.16 -0.22 4.32
C -0.09 0.61 -1.78
C 0.74 -2.29 -3.87
C 1.55 -1.59 -1.64
C -0.11 -0.28 -2.83
C 0.74 -1.40 -2.78
N -2.51 0.69 -5.96
N 2.40 -0.61 7.06
N 1.21 -1.19 6.51
C -2.04 -0.70 -5.98
C -4.11 2.45 -5.22
C -3.76 0.97 -5.25
C 2.09 0.80 7.40
C 0.58 -0.13 5.68
C 0.96 1.15 6.42
H -0.77 -0.50 3.45
H 3.97 -0.37 2.45
H 3.32 -0.01 4.73
H 0.72 1.19 0.13
H -0.08 -2.69 -5.79
H -0.77 1.49 -1.84
H 1.44 -3.15 -3.81
H 2.24 -2.44 -1.55
H -1.76 1.26 -5.50
H 2.74 -1.13 7.86
H 1.41 -2.05 5.97
H -2.88 -1.38 -5.82
H -1.56 -0.88 -6.93
H -5.16 2.57 -4.90
H -4.08 2.82 -6.24
H -3.69 0.58 -4.26
H -4.51 0.38 -5.77
H 2.96 1.48 7.29
H 1.74 0.84 8.47
H -0.50 -0.23 5.59
H 0.13 1.48 7.02
H 1.21 1.96 5.74
*
```

Calculated values
LUMO = 0.3 eV
Total energy = -33120.124 eV
Highest occupied orbital energy = -7.5948 eV

And the Löwdin charges, in e, turn out to be: number 1, N, carries 0.143; number 2, C, carries -0.227; number 3, N, carries 0.146; number 4, N, carries 0.158; number 5, O, carries 0.052; number 6, C, carries -0.074; number 7, C, carries -0.310; number 8, C, carries -0.209; number 9, C, carries 0.023; number 10, C, carries 0.003; number 11, C, carries -0.009; number 12, C, carries -0.013; number 13, C, carries -0.251; number 14, C, carries -0.197; number 15, C, carries -0.001; number 16, C, carries -0.008; number 17, C, carries 0.062; number 18, C, carries -0.274; number 19, C, carries -0.165; number 20, N, carries -0.084; number 21, N, carries -0.097; number 22, N, carries -0.036; number 23, C, carries -0.156; number 24, C, carries -0.164; number 25, C, carries -0.260; number 26, C, carries -0.187; number 27, C, carries -0.291; number 28, C, carries -0.127; number 29, H, carries 0.111; number 30, H, carries 0.111; number 31, H, carries 0.112; number 32, H, carries 0.129; number 33, H, carries 0.108; number 34, H, carries 0.129; number 35, H, carries 0.126; number 36, H, carries 0.129; number 37, H, carries 0.109; number 38, H, carries 0.104; number 39, H, carries 0.127; number 40, H, carries 0.125; number 41, H, carries 0.106; number 42, H, carries 0.125; number 43, H, carries 0.118; number 44, H, carries 0.097; number 45, H, carries 0.117; number 46, H, carries 0.106; number 47, H, carries 0.116; number 48, H, carries 0.132; number 49, H, carries 0.103; number 50, H, carries 0.114